(1)
ORCA calculation (ωB97M-V with the def2-TZVPD basis set) on FNO4S as an isolated structure in a non-equilibrium geometry.

Computed properties:
frontier orbital gap: 10.667 eV
calculated total energy: -853.59611 hartree
energy relative to the best compared isomer or geometry (same formula, charge and spin): 1.693 eV
E_HOMO: -12.4 eV

Last column: Mulliken charge in e.
CARTESIAN COORDINATES (ANGSTROEM)
N: -1.32398 -0.00846 0.05202  1.17
O: -1.77750 0.98839 -0.29200  -0.39
O: -0.62668 -0.40245 0.85764  -0.39
O: 1.08397 -0.04891 -0.84006  -0.37
O: 2.31822 0.65038 1.15909  -0.34
F: -2.03905 -1.16722 -0.83051  -0.39
S: 2.36501 -0.01174 -0.10617  0.70

Forces on atoms 1 to 2 (eV/Å):
-2.53 -1.05 -1.49
-0.18 1.39 -0.61

---

(2)
ORCA calculation (ωB97M-V with the def2-TZVPD basis set) on C25H20BrMoN6O2S3Se as an isolated structure.

Computed properties:
frontier orbital gap (spin up / spin down): 5.359 / 5.193 eV
calculated total energy: -7682.03307 hartree
2S+1: 3
energy relative to the best compared isomer or geometry (same formula, charge and spin): 0.821 eV
charge: -1
E_HOMO (spin up / spin down): -4.1 / -4.1 eV

Last column: Mulliken charge in e.
CARTESIAN COORDINATES (ANGSTROEM)
Mo: 1.72135 -0.07574 -1.03588  -0.17
Br: -2.70288 4.80258 -4.64440  -0.23
C: -1.30639 3.76390 -3.88605  -0.22
C: -0.15648 3.50535 -4.64063  -0.37
C: 0.84870 2.73183 -4.12384  -0.75
C: 0.75696 2.16291 -2.82766  1.15
O: 1.74237 1.42839 -2.41867  -0.72
C: -0.40080 2.47645 -2.06405  0.21
C: -0.49891 2.15739 -0.66700  -0.43
N: 0.35205 1.40753 -0.04410  0.75
C: 0.54580 1.50193 1.34467  -0.13
C: -0.35004 1.91713 2.29881  -0.44
C: 0.05587 2.04942 3.64100  -0.87
C: 1.34143 1.79115 4.02024  -0.99
C: 2.29049 1.36827 3.05759  1.20
C: 3.64646 1.11635 3.36275  -0.62
C: 4.50844 0.74230 2.37022  -0.87
C: 4.00971 0.56656 1.06602  -0.28
N: 2.74197 0.76624 0.74933  0.06
C: 1.87979 1.20375 1.72318  0.55
C: -1.42588 3.26558 -2.61714  -0.63
H: -0.07183 3.91273 -5.64034  0.39
H: 1.73475 2.50632 -4.70137  0.42
H: -1.25428 2.70630 -0.10512  0.21
H: -1.38241 2.10555 2.04172  0.38
H: -0.68003 2.34558 4.37562  0.38
H: 1.64987 1.89114 5.05296  0.39
H: 3.98635 1.23369 4.38444  0.44
H: 5.55467 0.55481 2.56108  0.40
H: 4.64939 0.22792 0.26219  0.36
H: -2.31479 3.45530 -2.03026  0.46
N: -2.11554 0.25945 -4.54511  -0.43
C: -1.77866 -0.13888 -3.26828  0.16
S: -3.00002 -0.13414 -2.08544  -0.38
N: -0.49460 -0.47077 -3.17290  -1.56
N: -0.02675 -0.93628 -1.97684  0.79
C: -0.62289 -1.86552 -1.31415  -0.47
C: 0.02176 -2.38761 -0.11252  0.84
C: -0.47136 -3.50690 0.54364  -0.89
C: 0.17820 -3.95593 1.67776  -0.34
C: 1.32299 -3.29377 2.09787  -0.89
C: 1.77351 -2.20926 1.37169  -0.13
N: 1.14117 -1.75363 0.29091  0.64
H: -2.94561 0.82287 -4.59877  0.24
H: -1.32928 0.53936 -5.11419  0.29
H: -1.55194 -2.29719 -1.66306  0.53
H: -1.39098 -3.95835 0.20097  0.41
H: -0.22289 -4.78708 2.23884  0.51
H: 1.85914 -3.59936 2.98421  0.43
H: 2.67160 -1.67934 1.66146  0.43
Se: 3.50206 -1.33759 -1.89254  -0.49
C: -4.24655 -3.80079 1.53945  -0.85
O: -3.51958 -2.58823 1.42749  -0.15
C: -2.65766 -2.20933 2.40899  -0.25
S: -2.38359 -3.22613 3.71971  -0.37
S: -1.87408 -0.76419 2.04536  -0.08
H: -4.81744 -3.87174 0.61446  0.25
H: -4.91372 -3.78078 2.40279  0.32
H: -3.57901 -4.65751 1.65290  0.35

Forces on atoms 1 to 2 (eV/Å):
-0.53 -0.36 -0.16
-0.03 0.02 -0.01

---

(3)
ORCA calculation (ωB97M-V with the def2-TZVPD basis set) on a 8-piece molecular cluster, C28H75ClN5O15 overall in a non-equilibrium geometry.

Computed properties:
frontier orbital gap: 8.674 eV
calculated total energy: -2974.04098 hartree
charge: -1
E_HOMO: -6.3 eV

Last column: Mulliken charge in e.
CARTESIAN COORDINATES (ANGSTROEM)
Cl: 5.13792 -19.50906 -9.31152  1.25
O: 3.82529 -18.89147 -9.27112  -0.51
O: 4.99901 -20.94945 -9.21096  -0.49
O: 5.76423 -19.19086 -10.57654  -0.52
O: 5.95837 -19.03939 -8.22083  -0.67
C: -0.36655 -19.68395 -8.62513  -0.06
O: -0.36687 -18.34980 -8.18735  -0.48
C: 0.90640 -17.75710 -8.06818  0.97
C: 0.71509 -16.48032 -7.26726  -1.22
N: -0.38325 -15.65100 -7.76958  -0.23
C: -0.13012 -15.05419 -9.09337  -0.38
C: -0.76540 -13.68825 -9.23402  -0.65
O: 0.01905 -12.62581 -8.74414  -0.40
C: 0.17652 -12.55548 -7.33851  -0.64
H: -1.38053 -20.05061 -8.45794  0.35
H: 0.35780 -20.31042 -8.10602  -0.01
H: -0.21101 -19.75498 -9.71118  -0.11
H: 1.37871 -17.49324 -9.03001  -0.30
H: 1.58576 -18.45355 -7.57125  0.08
H: 1.61864 -15.87872 -7.19592  0.28
H: 0.40320 -16.79228 -6.26615  0.35
H: -1.19318 -16.25240 -7.85968  0.30
H: -0.43957 -15.70279 -9.92343  0.36
H: 0.94911 -14.90573 -9.20052  0.32
H: -1.77097 -13.66593 -8.78229  0.32
H: -0.96302 -13.46027 -10.28565  0.35
H: 1.21998 -12.35107 -7.10131  0.23
H: -0.20207 -13.43501 -6.82325  0.30
H: -0.40058 -11.69913 -6.94978  0.25
C: 5.03004 -25.66750 -13.30419  -0.71
O: 4.19776 -24.53382 -13.38001  -0.41
C: 4.47918 -23.57386 -12.39409  -0.56
C: 3.91521 -23.84131 -11.00950  -0.64
N: 2.49535 -23.56921 -10.82248  0.88
C: 1.58483 -24.29379 -11.71697  -0.59
C: 1.39531 -25.76422 -11.35928  -0.66
O: 0.04623 -26.13128 -11.10320  -0.47
C: -0.86229 -25.85836 -12.13360  -0.75
H: 6.07717 -25.38531 -13.15236  0.32
H: 4.93908 -26.24651 -14.22159  0.27
H: 4.71844 -26.32458 -12.47993  0.26
H: 4.05841 -22.61550 -12.73349  0.07
H: 5.54371 -23.29305 -12.32855  0.39
H: 4.44958 -23.25952 -10.25819  0.01
H: 4.05230 -24.90558 -10.76872  0.63
H: 2.29082 -22.57822 -10.94039  -0.20
H: 1.86921 -24.13466 -12.76877  0.57
H: 0.62870 -23.75513 -11.74789  0.36
H: 1.94996 -26.02816 -10.46483  0.34
H: 1.72630 -26.34465 -12.23701  0.39
H: -0.41074 -26.04058 -13.12383  0.34
H: -1.19794 -24.81524 -12.14969  0.25
H: -1.70598 -26.53134 -12.00210  0.27
C: 2.17750 -22.28782 -7.84951  0.59
C: 3.26923 -23.23070 -7.44619  -0.09
O: 3.06610 -23.86017 -6.19107  -0.63
O: 0.96499 -22.97724 -8.12675  -0.73
H: 2.49964 -21.75186 -8.74690  -0.50
H: 2.02136 -21.54509 -7.05918  0.54
H: 4.26529 -22.77464 -7.50152  0.08
H: 3.30319 -24.00685 -8.22001  0.03
H: 2.67813 -23.20646 -5.60171  0.37
H: 1.19004 -23.50896 -8.90524  0.37
C: 1.06370 -19.06647 -12.57900  -0.74
C: 2.18584 -20.07238 -12.49898  -0.42
O: 2.28019 -20.70824 -11.23676  0.13
O: 1.36277 -17.84782 -11.90251  -0.59
H: 0.14961 -19.50425 -12.16176  0.26
H: 0.91402 -18.77435 -13.61822  0.40
H: 3.12860 -19.61381 -12.81158  0.26
H: 1.96491 -20.86373 -13.22782  0.41
H: 2.82727 -20.17699 -10.64113  -0.36
H: 1.34929 -17.97595 -10.94836  0.24
C: 10.31825 -23.12621 -6.69723  -1.34
C: 8.96033 -23.16462 -7.41919  0.45
C: 8.95550 -22.17428 -8.58700  -0.48
O: 9.46548 -20.95556 -8.12074  -0.33
C: 9.44457 -19.96833 -9.10336  -0.57
N: 8.64428 -24.46675 -7.95036  -0.55
H: 11.11557 -22.95318 -7.43002  0.26
H: 10.55692 -24.08975 -6.24038  0.43
H: 10.40434 -22.34462 -5.94387  0.29
H: 8.18687 -22.77468 -6.75429  0.25
H: 7.91110 -22.03257 -8.89727  0.13
H: 9.56300 -22.55251 -9.42534  0.34
H: 9.96207 -19.05310 -8.83758  0.33
H: 8.39991 -19.72050 -9.35753  0.09
H: 9.84369 -20.33129 -10.06783  0.31
H: 9.16796 -24.78371 -8.74980  0.19
H: 8.57202 -25.20689 -7.27086  0.21
C: 8.05116 -17.72995 -13.14370  -1.36
C: 8.06713 -18.93174 -14.08412  0.54
C: 9.51992 -19.23327 -14.37154  -0.77
O: 9.58747 -20.25354 -15.36879  -0.34
C: 10.86280 -20.79604 -15.47958  -0.75
N: 7.42837 -20.06506 -13.46035  -0.42
H: 8.68554 -16.94120 -13.55918  0.47
H: 8.39808 -17.97345 -12.14205  0.25
H: 7.04695 -17.30615 -13.10103  0.33
H: 7.60361 -18.66346 -15.03638  0.11
H: 10.04179 -19.58182 -13.47076  0.29
H: 10.06624 -18.36398 -14.76941  0.42
H: 10.93400 -21.38328 -16.40132  0.25
H: 11.10365 -21.49439 -14.66598  0.29
H: 11.64024 -20.02314 -15.56345  0.31
H: 7.85169 -20.94277 -13.73977  0.23
H: 7.39972 -20.10551 -12.44877  0.12
C: 4.52420 -19.85958 -4.48174  -1.19
C: 3.78802 -18.53137 -4.52272  0.64
C: 4.51339 -17.45599 -3.72499  -0.88
O: 4.56656 -17.88142 -2.37386  -0.33
C: 5.06978 -16.89775 -1.50137  -0.76
N: 3.58333 -18.04859 -5.88885  -0.15
H: 5.34504 -19.86401 -5.20580  0.30
H: 3.87080 -20.66998 -4.83327  0.08
H: 4.87089 -20.18513 -3.50241  0.40
H: 2.81823 -18.61161 -4.01761  0.12
H: 3.88907 -16.55468 -3.73911  0.48
H: 5.50374 -17.29205 -4.16926  0.34
H: 4.51650 -16.90776 -0.55986  0.24
H: 4.99322 -15.88414 -1.90725  0.34
H: 6.12219 -17.10232 -1.27131  0.26
H: 3.78371 -18.72937 -6.61395  -0.19
H: 4.22354 -17.28593 -6.08307  0.26

Forces on atoms 1 to 2 (eV/Å):
0.92 -0.53 -0.47
-0.27 -0.06 0.16